[1]
{
  "formula": "C16H21N3O2SSn",
  "method": "wB97M-V/def2-TZVPD",
  "symbols": ["N", "C", "C", "H", "H", "H", "N", "C", "C", "H", "H", "H", "N", "C", "C", "H", "H", "H", "Sn", "C", "O", "C", "O", "C", "C", "C", "C", "C", "C", "H", "H", "H", "H", "H", "H", "C", "S", "C", "H", "H", "H", "H", "H", "H"],
  "xyz": [[1.71202, -3.80104, -0.31419], [1.73995, -4.92464, -0.59416], [1.89164, -6.33437, -0.93962], [2.56223, -6.80679, -0.20554], [2.34045, -6.43043, -1.93910], [0.92534, -6.86107, -0.91005], [-1.11259, 2.32262, -3.41627], [-2.06141, 2.68497, -3.97522], [-3.21251, 3.16185, -4.70576], [-3.05866, 2.99642, -5.77292], [-3.35820, 4.22628, -4.50006], [-4.10811, 2.60864, -4.39475], [1.59785, 1.74078, 3.46352], [1.57977, 2.40042, 4.41824], [1.67797, 3.21361, 5.62519], [0.70854, 3.66154, 5.89129], [2.41448, 4.01449, 5.46858], [2.00288, 2.57740, 6.46035], [0.75980, 0.98614, -1.41064], [-0.88827, 1.66503, 0.46886], [-1.82477, 1.37501, 1.08513], [-0.79388, -1.08221, -1.43181], [-1.76660, -1.54416, -1.00325], [2.71627, -0.01160, -2.39480], [2.80269, -0.11379, -0.99623], [2.77954, 1.05977, -0.19535], [2.66071, 2.32123, -0.79973], [2.44349, 2.40773, -2.18615], [2.47402, 1.23696, -2.98048], [2.83468, -0.90395, -3.01222], [3.00509, -1.10952, -0.59434], [2.96215, 1.05327, 0.88475], [2.73186, 3.22695, -0.19134], [2.25638, 3.36307, -2.67219], [2.31423, 1.33951, -4.05316], [-0.77599, -2.48371, 3.64503], [-0.08960, -1.76460, 2.14973], [1.62319, -1.78995, 2.60671], [-1.86071, -2.32536, 3.61194], [-0.36166, -1.99594, 4.53690], [-0.57171, -3.56379, 3.65422], [1.74681, -1.43711, 3.63444], [2.00389, -2.80966, 2.48311], [2.17449, -1.12482, 1.93662]],
  "atomic_forces_ev_per_a": [[-0.28, -0.39, -0.18], [0.27, 0.65, 0.14], [-0.01, -0.34, 0.09], [-0.18, 0.16, -0.23], [-0.19, 0.06, 0.30], [0.31, 0.27, -0.07], [0.00, -0.35, 0.51], [0.86, -0.31, 0.46], [-0.34, 0.01, 0.00], [0.04, 0.08, -0.02], [0.03, -0.09, -0.08], [0.19, 0.09, -0.01], [-0.28, 0.51, 0.53], [0.31, -0.57, -0.81], [-0.13, 0.14, 0.30], [0.30, -0.17, -0.20], [-0.21, -0.26, 0.05], [-0.03, 0.19, -0.24], [-4.21, 0.36, -0.64], [-4.38, -1.35, 2.93], [4.23, 1.50, -2.72], [-4.64, -2.22, 2.02], [4.47, 1.97, -2.12], [0.56, -0.59, -0.52], [1.27, -0.54, 0.43], [1.24, -0.21, 0.79], [0.49, 0.89, 0.19], [0.58, 0.77, -0.50], [0.56, 0.45, -1.14], [-0.19, 0.11, 0.07], [-0.30, 0.16, 0.28], [-0.31, -0.31, -0.14], [-0.18, -0.17, -0.10], [0.05, 0.02, 0.08], [0.04, -0.10, 0.04], [-0.90, 0.23, -0.17], [0.33, -0.57, 1.29], [0.41, 0.42, -0.36], [0.20, -0.14, -0.01], [0.14, -0.08, -0.28], [0.13, 0.11, -0.06], [-0.10, -0.11, -0.07], [-0.08, -0.06, 0.06], [-0.08, -0.18, 0.11]],
  "mulliken_charge": [-0.391, 0.326, -0.778, 0.302, 0.298, 0.310, -0.433, 0.364, -0.761, 0.322, 0.320, 0.317, -0.437, 0.347, -0.758, 0.310, 0.293, 0.298, 1.078, 0.259, -0.032, 0.249, -0.033, -0.310, -0.122, -0.187, -0.302, -0.574, -0.539, 0.542, 0.607, 0.562, 0.539, 0.565, 0.563, -0.984, 0.482, -0.643, 0.392, 0.380, 0.413, 0.443, 0.435, -0.035],
  "spin_multiplicity": 1,
  "e_above_lowest_kj_mol": 110.43,
  "total_charge": 4,
  "e_tot_ha": -1547.677326,
  "largest_force_ev_per_a": 5.527,
  "orbital_gap_ev": [6.3, 3.6]
}

---

[2]
{
  "formula": "C53H43BrF6IN4O3P",
  "method": "wB97M-V/def2-TZVPD",
  "symbols": ["C", "C", "I", "C", "C", "C", "O", "C", "N", "C", "C", "C", "C", "C", "C", "C", "N", "C", "N", "C", "P", "O", "Br", "C", "O", "N", "C", "H", "H", "H", "H", "H", "H", "H", "H", "H", "H", "H", "H", "H", "F", "C", "C", "C", "C", "C", "C", "H", "H", "H", "H", "H", "F", "C", "C", "C", "C", "C", "C", "H", "H", "H", "H", "H", "F", "C", "C", "C", "C", "C", "C", "H", "H", "H", "H", "H", "F", "C", "C", "C", "C", "C", "C", "H", "H", "H", "H", "H", "F", "C", "C", "C", "C", "C", "C", "H", "H", "H", "H", "H", "F", "C", "C", "C", "C", "C", "C", "H", "H", "H", "H", "H"],
  "xyz": [[5.13817, -1.51059, -0.54111], [5.13055, -2.52073, 0.67878], [6.34173, -1.81727, 2.38248], [3.69957, -3.02832, 1.14741], [2.50096, -2.06318, 0.89445], [2.52866, -0.61147, 1.14152], [3.70917, 0.02653, 1.60502], [3.49952, 0.72247, 2.75016], [3.46778, 1.15693, 3.81877], [1.31906, 0.27794, 0.92116], [0.08226, -0.32743, 0.46409], [-1.20598, 0.54687, 0.27174], [-2.12239, 0.71704, 1.40961], [-3.40065, 1.47340, 1.38186], [-3.67157, 2.07344, 0.02893], [-2.66256, 1.79901, -1.00831], [-1.49131, 1.10123, -0.94755], [-0.02535, -1.81803, 0.17005], [-1.27642, -2.26024, -0.25139], [-1.20369, -3.61036, -0.46475], [-2.79669, -4.45806, -1.06891], [-3.28721, -3.71729, -2.51973], [-4.40464, -3.95846, 0.46860], [-0.00609, -4.49646, -0.28253], [-0.13133, -5.86798, -0.55822], [1.17923, -4.02380, 0.16729], [1.18201, -2.64517, 0.39753], [5.41590, -0.47632, -0.17211], [4.20172, -1.51297, -1.15908], [6.00081, -1.81315, -1.21278], [5.69012, -3.43875, 0.32504], [3.55961, -4.06044, 0.72094], [3.75589, -3.17809, 2.27243], [1.31586, 1.37816, 1.12461], [-1.83379, 0.21188, 2.37527], [-4.08844, 1.58489, 2.25112], [-4.60592, 2.67201, -0.18542], [-2.90614, 2.22958, -2.02470], [-3.98798, -4.28747, -2.89798], [-0.49493, -5.87831, -1.46813], [7.48846, 6.58400, 1.82941], [7.26830, 5.25741, 1.86058], [8.18485, 4.40338, 1.27386], [7.95869, 3.03286, 1.31124], [6.81421, 2.53353, 1.92506], [5.89883, 3.40371, 2.50671], [6.13006, 4.77334, 2.47909], [9.06604, 4.81077, 0.79337], [8.67371, 2.35383, 0.86156], [6.63948, 1.46248, 1.94806], [5.00588, 3.01611, 2.98152], [5.43223, 5.46528, 2.93486], [6.94480, -4.45228, -1.70066], [7.42107, -4.03508, -2.88762], [7.14518, -4.77152, -4.02562], [7.63301, -4.33733, -5.25174], [8.39907, -3.17870, -5.32317], [8.67305, -2.45078, -4.17121], [8.17682, -2.87776, -2.94589], [6.55365, -5.67567, -3.94882], [7.41693, -4.90186, -6.15101], [8.78280, -2.84335, -6.27999], [9.27344, -1.55042, -4.22721], [8.37299, -2.31857, -2.03886], [-6.27422, 3.93478, -0.43332], [-6.60235, 4.64068, -1.53223], [-5.94998, 5.83244, -1.79176], [-6.28517, 6.55777, -2.92815], [-7.27516, 6.08780, -3.78434], [-7.92617, 4.89084, -3.50874], [-7.58441, 4.15907, -2.37854], [-5.18729, 6.18617, -1.10864], [-5.77570, 7.48891, -3.14596], [-7.53892, 6.65687, -4.66856], [-8.70021, 4.52743, -4.17431], [-8.07458, 3.21995, -2.15224], [-5.40176, -5.61261, -2.27047], [-5.78162, -6.39834, -3.30012], [-4.95095, -6.52557, -4.39932], [-5.34096, -7.33841, -5.45615], [-6.56002, -8.00465, -5.40513], [-7.38705, -7.86390, -4.29649], [-6.99353, -7.06015, -3.23442], [-4.00748, -5.99218, -4.42514], [-4.69544, -7.45185, -6.31889], [-6.86540, -8.63529, -6.23221], [-8.33881, -8.38044, -4.25954], [-7.62069, -6.94545, -2.35889], [-8.07195, -0.48985, -0.60434], [-8.43457, -1.11422, 0.52909], [-9.59672, -0.72853, 1.17377], [-9.97408, -1.37755, 2.34298], [-9.18002, -2.39626, 2.85865], [-8.01223, -2.77067, 2.20364], [-7.63931, -2.13018, 1.02887], [-10.19798, 0.07259, 0.76135], [-10.88606, -1.08910, 2.85225], [-9.47330, -2.89895, 3.77341], [-7.39172, -3.56201, 2.60838], [-6.73736, -2.41503, 0.50081], [5.06492, 10.19352, 7.83433], [5.00114, 9.04275, 7.14304], [5.78443, 8.88597, 6.01326], [5.72226, 7.69443, 5.30152], [4.86915, 6.67869, 5.72271], [4.08416, 6.85115, 6.85674], [4.15386, 8.03800, 7.57523], [6.43595, 9.69133, 5.69686], [6.33718, 7.55737, 4.41915], [4.81750, 5.75061, 5.16468], [3.41743, 6.06089, 7.18135], [3.55613, 8.18680, 8.46610]],
  "atomic_forces_ev_per_a": [[1.44, 0.16, 0.31], [-0.38, -0.80, -1.21], [-0.33, -0.22, -0.70], [0.38, 0.43, 1.03], [-1.25, 2.22, -0.15], [-2.83, -1.86, -1.07], [-1.13, 0.91, 1.63], [0.78, -1.80, -1.29], [-0.19, 0.25, -0.56], [-1.13, -2.89, -0.68], [1.30, 0.09, 0.21], [-1.62, 0.54, 0.98], [-0.68, 0.31, 0.06], [2.40, -0.07, -3.93], [1.93, -1.85, 1.66], [-1.38, 0.74, 0.24], [-1.11, -0.05, 2.03], [1.05, 2.57, 0.94], [3.62, -3.21, 0.39], [-0.98, 1.24, -0.39], [-0.29, -1.12, -1.08], [0.69, -0.07, 1.69], [0.76, 0.40, -0.35], [0.30, 1.26, 0.49], [0.35, 2.28, -0.41], [-2.88, 0.77, -0.77], [0.39, 0.42, 0.15], [-0.75, -1.07, -0.60], [0.77, 0.00, 0.80], [-1.07, 0.34, 0.66], [-0.59, 1.10, 0.72], [-0.33, 1.32, 0.20], [-0.17, 0.07, -1.28], [0.32, -1.22, -0.16], [-0.31, 0.61, -1.17], [0.82, -0.19, -0.84], [1.47, -0.89, 0.19], [0.46, -0.55, 1.20], [0.41, 0.31, 0.45], [0.01, -0.50, 0.68], [0.02, 0.13, 0.01], [-0.10, -0.62, 0.02], [0.21, 0.10, -0.11], [-0.25, 0.09, 0.13], [0.01, -0.10, -0.04], [0.19, 0.01, -0.12], [-0.13, 0.18, 0.08], [-0.04, 0.02, 0.04], [-0.03, 0.07, 0.01], [0.00, 0.08, 0.03], [0.08, 0.06, 0.03], [0.02, 0.02, -0.07], [-0.07, -0.03, 0.14], [0.25, 0.21, -0.60], [-0.16, -0.21, 0.04], [0.11, 0.20, 0.16], [0.02, 0.00, -0.09], [-0.13, -0.19, -0.08], [0.02, 0.11, 0.23], [0.01, 0.04, 0.04], [0.01, 0.01, 0.08], [-0.03, -0.02, 0.07], [-0.06, -0.05, 0.04], [0.01, -0.06, 0.00], [-0.07, 0.00, 0.12], [-0.19, 0.39, -0.61], [0.20, 0.05, 0.19], [-0.18, -0.20, -0.04], [0.00, 0.06, -0.06], [0.19, 0.15, 0.09], [-0.11, -0.25, 0.09], [-0.03, -0.05, -0.01], [-0.02, -0.06, 0.05], [0.02, -0.05, 0.06], [0.06, -0.01, 0.06], [0.04, 0.03, 0.03], [-0.03, 0.06, 0.01], [-0.26, -0.54, -0.62], [0.18, 0.17, 0.11], [-0.21, -0.03, 0.12], [0.01, -0.04, -0.06], [0.23, 0.08, -0.09], [-0.14, 0.07, 0.26], [0.00, -0.05, -0.01], [-0.02, 0.04, 0.07], [0.02, 0.05, 0.06], [0.07, 0.04, 0.04], [0.05, 0.03, -0.02], [0.02, 0.06, -0.09], [-0.17, -0.29, 0.54], [-0.13, 0.18, -0.11], [0.24, -0.13, -0.05], [-0.05, -0.03, 0.08], [-0.20, 0.17, -0.03], [0.21, -0.03, -0.16], [0.04, -0.03, -0.02], [0.06, 0.01, -0.05], [0.02, 0.04, -0.07], [-0.02, 0.05, -0.06], [-0.07, 0.08, 0.00], [0.00, 0.09, 0.06], [-0.02, -0.53, -0.32], [0.14, 0.18, -0.06], [-0.21, -0.09, 0.18], [0.03, -0.02, -0.08], [0.16, 0.11, -0.13], [-0.13, 0.05, 0.19], [-0.03, -0.01, 0.05], [-0.02, 0.05, 0.05], [0.01, 0.04, 0.08], [0.05, 0.06, 0.01], [0.03, 0.04, -0.04]],
  "mulliken_charge": [-0.723, -0.464, 0.024, -0.975, 0.608, 0.257, -0.135, 0.375, -0.532, -0.420, 0.701, -0.527, -0.143, -0.638, -0.190, -0.152, -0.456, 0.320, -0.242, 0.474, 0.080, -0.564, -0.186, 0.100, -0.518, -0.415, 0.139, 0.219, 0.288, 0.060, 0.623, 0.195, 0.358, 0.444, 0.338, 0.401, 0.299, 0.331, 0.355, 0.343, -0.320, 0.137, -0.399, -0.550, 0.006, -0.359, -0.401, 0.417, 0.391, 0.209, 0.264, 0.525, -0.287, 0.292, -0.485, -0.361, -0.465, -0.430, -0.210, 0.404, 0.358, 0.363, 0.355, 0.479, -0.331, 0.293, -0.393, -0.334, -0.473, -0.345, -0.418, 0.414, 0.359, 0.361, 0.355, 0.480, -0.107, 0.693, -0.424, -0.519, -0.522, -0.410, -0.492, 0.362, 0.358, 0.361, 0.360, 0.413, -0.306, 0.194, -0.416, -0.404, -0.465, -0.104, -0.135, 0.409, 0.356, 0.362, 0.340, 0.125, -0.311, 0.254, -0.520, -0.136, -0.288, -0.493, -0.390, 0.408, 0.351, 0.370, 0.371, 0.402],
  "spin_multiplicity": 1,
  "e_tot_ha": -6302.283289,
  "largest_force_ev_per_a": 4.850,
  "orbital_gap_ev": 7.6
}

---

[3]
{
  "formula": "C3H5NO2",
  "method": "wB97M-V/def2-TZVPD",
  "symbols": ["C", "C", "O", "N", "C", "O", "H", "H", "H", "H", "H"],
  "xyz": [[0.94222, -0.73747, 1.30531], [-0.07974, -0.58823, 0.49160], [-0.28007, -1.15410, -0.71733], [-1.01683, 0.45681, 0.34451], [-0.80277, 0.23910, -1.07724], [0.13103, 1.02156, -1.64536], [0.89306, 0.92321, -1.03325], [1.64845, -1.53575, 1.15523], [0.94425, -0.14242, 2.20033], [-0.73111, 1.36115, 0.71257], [-1.64849, 0.15615, -1.73638]],
  "atomic_forces_ev_per_a": [[-0.02, -0.42, 0.72], [0.49, 0.34, 0.63], [-0.48, 1.22, -1.08], [-0.06, -0.01, 0.29], [-0.77, -1.49, -0.26], [1.02, -0.03, 0.30], [0.02, 0.44, -0.62], [0.08, -0.04, 0.05], [0.24, 0.03, 0.24], [-0.11, -0.12, -0.19], [-0.41, 0.07, -0.08]],
  "mulliken_charge": [-0.854, 0.492, -0.412, -0.457, 0.159, -0.479, 0.377, 0.284, 0.259, 0.280, 0.350],
  "spin_multiplicity": 1,
  "e_above_lowest_kj_mol": 236.18,
  "e_tot_ha": -322.484375,
  "largest_force_ev_per_a": 1.698,
  "orbital_gap_ev": 9.8
}